(1)
Here is a cluster of 2 separate species, BrH4N2OP in total in a non-equilibrium geometry from the Open Molecules 2025 dataset. Energies are from ωB97M-V with the def2-TZVPD basis set.

The gap between HOMO and LUMO (spin up / spin down) comes out at 7.79 / 7.75 eV. For the total energy, the calculation gives -3102.4479 a.u. The calculation puts the strongest force on any atom at 0.124 hartree/bohr. Its total charge is 0. The value obtained for the energy above the lowest of the compared OMol25 structures with the same formula, charge and spin is 3.527 eV.

Geometry (Å):
N  0.213  -2.311  0.724
N  0.032  1.303  -0.020
O  -1.692  -0.937  -0.971
P  -0.177  -1.262  -0.366
Br  0.839  -1.749  -2.216
H  -0.632  -2.310  1.319
H  -0.229  1.562  0.913
H  1.067  1.089  0.027
H  -1.740  -0.168  -1.432

***

(2)
Here is a cluster of 2 separate species, BrH5N3OP in total in a non-equilibrium geometry from the Open Molecules 2025 dataset. Energies are from ωB97M-V with the def2-TZVPD basis set.

The gap between HOMO and LUMO (spin up / spin down) comes out at 5.54 / 5.53 eV. For the total energy, the calculation gives -3157.8103 a.u. The calculation puts the strongest force on any atom at 0.085 hartree/bohr. Its total charge is 0. The value obtained for the energy above the lowest of the compared OMol25 structures with the same formula, charge and spin is 2.980 eV.

Geometry (Å):
N  1.014  1.493  -0.124
N  0.482  -0.832  1.187
N  -0.475  -0.143  -1.111
O  -1.287  1.111  1.237
P  -0.249  0.446  0.445
Br  -1.201  -3.153  -0.962
H  0.560  2.403  -0.358
H  1.783  1.250  -0.665
H  -0.303  -1.431  1.467
H  1.046  -1.166  0.408
H  -1.370  0.023  -1.525

***

(3)
Here is a structure of composition BrH8LiO4 in a non-equilibrium geometry from the Open Molecules 2025 dataset. Energies are from ωB97M-V with the def2-TZVPD basis set.

The gap between HOMO and LUMO comes out at 8.39 eV. For the total energy, the calculation gives -2887.2875 a.u. The calculation puts the strongest force on any atom at 0.169 hartree/bohr. Its total charge is 0. The value obtained for the energy above the lowest of the compared OMol25 structures with the same formula, charge and spin is 3.358 eV.

Geometry (Å):
Li  10.748  -20.694  -20.522
Br  12.775  -22.031  -20.822
O  14.000  -25.315  -22.136
H  13.744  -24.574  -21.591
H  13.761  -25.362  -23.085
O  14.658  -21.178  -23.211
H  14.947  -21.885  -23.617
H  13.858  -21.589  -22.587
O  14.936  -20.336  -19.835
H  15.334  -19.669  -20.426
H  14.185  -20.619  -20.178
O  12.192  -23.070  -17.194
H  11.367  -22.847  -17.078
H  12.324  -22.883  -18.179

***

(4)
Here is a cluster of 5 separate species, BrH8O4 in total from the Open Molecules 2025 dataset. Energies are from ωB97M-V with the def2-TZVPD basis set.

The gap between HOMO and LUMO comes out at 7.25 eV. For the total energy, the calculation gives -2879.8566 a.u. The calculation puts the strongest force on any atom at 0.009 hartree/bohr. Its total charge is -1. The value obtained for the energy above the lowest of the compared OMol25 structures with the same formula, charge and spin is 1.087 eV.

Geometry (Å):
Br  -6.324  9.652  11.827
O  -9.661  13.847  11.463
H  -9.732  14.201  10.576
H  -9.004  13.155  11.393
O  -2.636  8.432  8.188
H  -2.786  7.535  7.889
H  -3.152  8.507  8.991
O  -8.644  5.696  14.020
H  -8.266  6.308  13.388
H  -8.313  5.991  14.868
O  -9.594  10.318  7.810
H  -8.913  9.995  8.400
H  -10.288  10.629  8.391

***

(5)
Here is a structure of composition BrHNO3S in a non-equilibrium geometry from the Open Molecules 2025 dataset. Energies are from ωB97M-V with the def2-TZVPD basis set.

The gap between HOMO and LUMO comes out at 8.37 eV. For the total energy, the calculation gives -3253.3181 a.u. The calculation puts the strongest force on any atom at 0.068 hartree/bohr. Its total charge is -1. The value obtained for the energy above the lowest of the compared OMol25 structures with the same formula, charge and spin is 0.223 eV.

Geometry (Å):
N  0.806  -0.346  -0.820
O  0.539  -2.640  -1.282
O  -1.348  -1.456  -0.292
O  0.527  -1.921  1.094
S  0.080  -1.743  -0.272
Br  2.213  0.080  0.351
H  1.174  -0.691  -1.766

***

(6)
Here is an isolated molecule of BrIO2S2 in a non-equilibrium geometry from the Open Molecules 2025 dataset. Energies are from ωB97M-V with the def2-TZVPD basis set.

The gap between HOMO and LUMO (spin up / spin down) comes out at 6.70 / 6.19 eV. For the total energy, the calculation gives -3818.4072 a.u. The calculation puts the strongest force on any atom at 0.120 hartree/bohr. Its total charge is 0. Its multiplicity is 3. The value obtained for the energy above the lowest of the compared OMol25 structures with the same formula, charge and spin is 2.264 eV.

Geometry (Å):
O  0.725  -1.327  1.588
O  -0.303  0.382  -0.961
S  -1.861  0.763  -0.291
S  0.372  -1.299  0.147
Br  2.234  -1.202  -0.973
I  -1.167  2.683  0.490

***

(7)
Here is a structure of composition BrMg from the Open Molecules 2025 dataset. Energies are from ωB97M-V with the def2-TZVPD basis set.

The gap between HOMO and LUMO (spin up / spin down) comes out at 7.43 / 8.42 eV. For the total energy, the calculation gives -2774.1238 a.u. The calculation puts the strongest force on any atom at 0.003 hartree/bohr. Its total charge is 0. Its multiplicity is 2. The value obtained for the energy above the lowest of the compared OMol25 structures with the same formula, charge and spin is 0.000 eV.

Geometry (Å):
Mg  -41.173  0.570  -18.306
Br  -41.659  -1.225  -19.815

***

(8)
Here is a structure of composition BrNa4 from the Open Molecules 2025 dataset. Energies are from ωB97M-V with the def2-TZVPD basis set.

The gap between HOMO and LUMO comes out at 11.04 eV. For the total energy, the calculation gives -3222.3776 a.u. The calculation puts the strongest force on any atom at 0.016 hartree/bohr. Its total charge is +3.

Geometry (Å):
Na  0.899  2.150  -0.980
Na  -0.598  1.405  2.582
Na  1.423  -2.054  0.586
Na  -1.262  -1.542  -2.300
Br  -0.461  0.041  0.112

***

(9)
Here is a structure of composition BrNi in a non-equilibrium geometry from the Open Molecules 2025 dataset. Energies are from ωB97M-V with the def2-TZVPD basis set.

The gap between HOMO and LUMO (spin up / spin down) comes out at 8.98 / 7.18 eV. For the total energy, the calculation gives -4081.9386 a.u. The calculation puts the strongest force on any atom at 0.050 hartree/bohr. Its total charge is +1. Its multiplicity is 3. The value obtained for the energy above the lowest of the compared OMol25 structures with the same formula, charge and spin is 0.337 eV.

Geometry (Å):
Ni  0.187  0.741  -0.892
Br  -0.187  -0.741  0.892

***

(10)
Here is a structure of composition BrTi in a non-equilibrium geometry from the Open Molecules 2025 dataset. Energies are from ωB97M-V with the def2-TZVPD basis set.

The gap between HOMO and LUMO (spin up / spin down) comes out at 6.87 / 9.43 eV. For the total energy, the calculation gives -3422.5666 a.u. The calculation puts the strongest force on any atom at 0.065 hartree/bohr. Its total charge is +2. Its multiplicity is 2.

Geometry (Å):
Ti  0.469  0.812  -0.443
Br  -0.469  -0.812  0.443

***

(11)
Here is a structure of composition BrZn in a non-equilibrium geometry from the Open Molecules 2025 dataset. Energies are from ωB97M-V with the def2-TZVPD basis set.

The gap between HOMO and LUMO (spin up / spin down) comes out at 8.34 / 7.51 eV. For the total energy, the calculation gives -4352.4102 a.u. The calculation puts the strongest force on any atom at 0.021 hartree/bohr. Its total charge is +2. Its multiplicity is 2.

Geometry (Å):
Zn  -1.240  -0.284  -0.198
Br  1.240  0.284  0.198

***

(12)
Here is a cluster of 18 separate species, C108H90N18O36 in total in a non-equilibrium geometry from the Open Molecules 2025 dataset. Energies are from ωB97M-V with the def2-TZVPD basis set.

The gap between HOMO and LUMO comes out at 8.24 eV. For the total energy, the calculation gives -7861.6947 a.u. The calculation puts the strongest force on any atom at 0.098 hartree/bohr. Its total charge is 0. The value obtained for the energy above the lowest of the compared OMol25 structures with the same formula, charge and spin is 9.242 eV.

Geometry (Å):
C  4.209  -0.928  4.532
C  4.752  -2.105  5.119
C  4.713  -3.290  4.350
C  4.144  -3.257  3.097
C  3.687  -2.031  2.487
C  3.744  -0.868  3.234
N  3.976  -4.526  2.264
O  4.319  -5.634  2.698
O  3.515  -4.469  1.138
H  4.313  -0.046  5.147
H  5.297  -2.077  6.050
H  5.181  -4.159  4.788
H  3.213  -1.971  1.519
H  3.374  -0.028  2.664
C  -3.470  4.358  5.014
C  -4.135  5.422  5.608
C  -5.402  5.146  6.076
C  -6.041  3.890  6.008
C  -5.389  2.926  5.227
C  -4.132  3.094  4.691
N  -7.330  3.692  6.699
O  -7.838  4.675  7.122
O  -7.917  2.584  6.717
H  -2.498  4.507  4.568
H  -3.734  6.424  5.577
H  -6.015  5.965  6.422
H  -5.729  1.908  5.112
H  -3.852  2.314  3.998
C  4.067  -7.038  -3.724
C  3.535  -5.828  -3.411
C  2.364  -5.826  -2.667
C  1.724  -7.036  -2.263
C  2.221  -8.277  -2.765
C  3.417  -8.253  -3.401
N  0.399  -7.015  -1.551
O  -0.203  -5.961  -1.578
O  0.005  -8.114  -1.115
H  4.929  -7.053  -4.373
H  4.040  -4.895  -3.614
H  1.903  -4.872  -2.459
H  1.771  -9.242  -2.582
H  3.845  -9.207  -3.671
C  8.706  -1.360  -6.275
C  9.470  -1.033  -7.341
C  9.270  0.083  -8.083
C  8.109  0.841  -7.795
C  7.234  0.422  -6.741
C  7.553  -0.672  -5.947
N  7.797  2.026  -8.600
O  8.621  2.423  -9.456
O  6.772  2.686  -8.395
H  8.970  -2.310  -5.834
H  10.289  -1.601  -7.757
H  9.780  0.194  -9.028
H  6.311  0.967  -6.609
H  6.900  -1.005  -5.154
C  -1.834  -6.342  1.190
C  -2.339  -5.196  0.570
C  -3.586  -5.222  -0.023
C  -4.331  -6.366  -0.015
C  -3.831  -7.556  0.670
C  -2.652  -7.444  1.273
N  -5.494  -6.567  -0.914
O  -5.779  -7.684  -1.400
O  -6.213  -5.601  -1.132
H  -0.877  -6.298  1.689
H  -1.586  -4.434  0.699
H  -3.949  -4.396  -0.615
H  -4.373  -8.440  0.971
H  -2.319  -8.117  2.049
C  -0.778  0.775  0.482
C  -0.701  -0.614  0.545
C  0.293  -1.234  -0.170
C  1.237  -0.458  -1.003
C  1.052  0.959  -1.110
C  0.130  1.556  -0.264
N  2.353  -1.083  -1.821
O  2.962  -0.277  -2.534
O  2.451  -2.242  -1.658
H  -1.384  1.293  1.210
H  -1.358  -1.244  1.127
H  0.352  -2.312  -0.171
H  1.736  1.581  -1.669
H  -0.071  2.617  -0.298
C  0.703  3.722  2.411
C  -0.626  3.413  2.426
C  -1.513  4.187  1.723
C  -1.003  5.271  0.987
C  0.423  5.491  0.992
C  1.253  4.800  1.796
N  -1.819  6.238  0.175
O  -1.162  7.194  -0.341
O  -3.046  6.077  0.140
H  1.317  3.342  3.214
H  -1.140  2.577  2.878
H  -2.570  3.983  1.643
H  0.981  6.316  0.572
H  2.279  5.106  1.938
C  5.941  6.973  -6.134
C  6.727  7.344  -5.085
C  7.113  6.394  -4.195
C  6.410  5.198  -4.113
C  5.579  4.805  -5.138
C  5.391  5.686  -6.243
N  6.714  4.205  -3.025
O  6.371  2.979  -3.235
O  7.280  4.621  -1.952
H  5.682  7.679  -6.910
H  7.398  8.189  -5.046
H  7.802  6.801  -3.470
H  5.212  3.792  -5.058
H  4.635  5.533  -6.999
C  5.194  0.572  -0.391
C  4.564  1.827  -0.579
C  4.496  2.581  0.542
C  5.156  2.349  1.808
C  5.800  1.084  1.858
C  5.932  0.217  0.745
N  5.025  3.314  3.018
O  3.910  3.768  3.143
O  5.954  3.461  3.822
H  5.223  -0.174  -1.172
H  4.121  2.098  -1.526
H  3.852  3.447  0.514
H  6.308  0.738  2.746
H  6.219  -0.803  0.953
C  -4.705  -1.013  -2.977
C  -5.553  -1.818  -3.746
C  -5.420  -2.037  -5.115
C  -4.407  -1.427  -5.793
C  -3.524  -0.633  -5.026
C  -3.695  -0.345  -3.714
N  -4.266  -1.757  -7.226
O  -5.176  -2.379  -7.834
O  -3.162  -1.463  -7.667
H  -4.706  -1.058  -1.898
H  -6.396  -2.237  -3.217
H  -6.157  -2.652  -5.610
H  -2.720  -0.266  -5.647
H  -2.772  0.017  -3.287
C  -6.991  6.175  -2.030
C  -5.839  6.893  -2.335
C  -4.657  6.288  -2.569
C  -4.720  4.947  -2.852
C  -5.848  4.177  -2.605
C  -7.000  4.774  -2.164
N  -3.523  4.244  -3.306
O  -3.387  3.098  -2.917
O  -2.707  4.930  -3.943
H  -7.950  6.642  -1.858
H  -5.971  7.963  -2.264
H  -3.888  7.018  -2.773
H  -5.859  3.106  -2.743
H  -7.800  4.102  -1.890
C  -1.651  0.201  9.574
C  -0.324  0.405  9.110
C  -0.115  0.740  7.801
C  -1.141  1.033  6.858
C  -2.461  0.996  7.389
C  -2.734  0.418  8.708
N  -0.844  1.066  5.421
O  0.320  1.262  5.077
O  -1.692  0.705  4.653
H  -1.856  -0.226  10.545
H  0.487  0.223  9.800
H  0.867  0.823  7.359
H  -3.256  1.225  6.695
H  -3.772  0.278  8.970
C  0.004  8.826  -3.092
C  0.056  7.510  -3.598
C  1.066  6.596  -3.195
C  2.124  6.968  -2.400
C  2.122  8.333  -1.994
C  1.083  9.209  -2.278
N  3.137  6.040  -2.040
O  2.918  5.036  -1.474
O  4.257  6.324  -2.408
H  -0.803  9.527  -3.247
H  -0.718  7.095  -4.226
H  0.981  5.569  -3.517
H  3.019  8.601  -1.457
H  0.912  10.158  -1.793
C  -6.914  -5.335  2.459
C  -7.131  -6.470  3.183
C  -6.239  -6.830  4.232
C  -5.109  -6.018  4.391
C  -4.884  -4.888  3.578
C  -5.829  -4.552  2.648
N  -4.015  -6.429  5.289
O  -3.192  -5.603  5.664
O  -4.042  -7.507  5.868
H  -7.694  -5.232  1.719
H  -7.932  -7.179  3.033
H  -6.397  -7.760  4.758
H  -4.025  -4.252  3.730
H  -5.563  -3.631  2.149
C  -3.661  -5.638  -4.689
C  -3.399  -5.011  -3.535
C  -2.356  -4.099  -3.352
C  -1.611  -3.666  -4.431
C  -1.936  -4.284  -5.649
C  -2.924  -5.267  -5.779
N  -0.574  -2.611  -4.262
O  0.235  -2.451  -5.232
O  -0.531  -1.967  -3.218
H  -4.437  -6.377  -4.822
H  -3.942  -5.221  -2.626
H  -2.311  -3.678  -2.358
H  -1.500  -3.942  -6.576
H  -2.941  -5.828  -6.701
C  -6.650  3.203  0.438
C  -5.695  4.203  0.678
C  -5.939  5.193  1.578
C  -6.956  5.071  2.490
C  -7.798  3.949  2.384
C  -7.597  2.963  1.436
N  -7.176  5.995  3.674
O  -6.671  7.133  3.634
O  -8.130  5.791  4.543
H  -6.464  2.402  -0.263
H  -4.852  4.267  0.006
H  -5.463  6.162  1.614
H  -8.625  3.941  3.078
H  -8.263  2.113  1.414
C  8.075  -4.838  0.204
C  8.525  -5.079  -1.118
C  7.812  -4.650  -2.229
C  6.659  -3.817  -2.012
C  6.295  -3.556  -0.640
C  6.984  -4.022  0.419
N  6.027  -3.143  -3.195
O  4.860  -2.773  -3.164
O  6.747  -3.103  -4.190
H  8.492  -5.229  1.120
H  9.462  -5.571  -1.331
H  8.204  -5.010  -3.169
H  5.361  -3.056  -0.430
H  6.660  -3.864  1.437
C  -0.190  -2.993  7.775
C  0.925  -2.604  7.106
C  0.805  -2.494  5.754
C  -0.391  -2.758  5.090
C  -1.488  -3.067  5.886
C  -1.475  -3.021  7.248
N  -0.425  -2.787  3.610
O  -1.395  -3.296  3.048
O  0.466  -2.261  2.931
H  0.041  -3.220  8.805
H  1.927  -2.514  7.499
H  1.733  -2.232  5.267
H  -2.279  -3.458  5.264
H  -2.424  -3.080  7.760